Record 1
ORCA calculation (the ωB97M-V functional and the def2-TZVPD basis) on a molecular structure, C39H87AsF6N3O7 in a non-equilibrium geometry.

The calculation puts the energy at -5064.2659 Eh. The calculation puts the orbital gap at 8.498 eV.

ORCA input file:
```
! wB97M-V def2-TZVPD RIJCOSX def2/J DEFGRID3
* xyz -1 1
As -13.465 4.518 -25.692
F -14.107 4.127 -24.095
F -13.260 6.211 -25.232
F -12.845 4.905 -27.279
F -13.621 2.856 -26.128
F -15.095 4.917 -26.218
F -11.852 4.230 -25.066
C -8.509 3.169 -24.905
C -7.975 2.168 -25.940
N -6.564 1.868 -25.841
C -6.191 1.192 -24.612
C -4.721 1.310 -24.280
C -6.072 1.129 -27.005
C -6.289 1.839 -28.336
H -9.586 3.298 -25.012
H -7.992 4.122 -24.985
H -8.387 2.739 -23.906
H -8.560 1.236 -25.843
H -8.238 2.636 -26.886
H -6.756 1.566 -23.759
H -6.465 0.124 -24.714
H -4.038 0.923 -25.035
H -4.449 2.365 -24.161
H -4.455 0.855 -23.324
H -6.518 0.126 -27.041
H -4.987 1.106 -26.913
H -5.831 1.250 -29.137
H -5.824 2.822 -28.423
H -7.340 1.930 -28.615
C -12.827 11.624 -31.981
C -12.849 11.342 -30.469
N -12.357 10.005 -30.123
C -10.996 9.764 -30.579
C -9.897 10.670 -29.956
C -12.603 9.788 -28.686
C -12.349 8.343 -28.283
H -13.323 12.577 -32.161
H -13.374 10.821 -32.469
H -11.794 11.694 -32.318
H -12.258 12.090 -29.917
H -13.883 11.419 -30.133
H -10.723 8.721 -30.400
H -10.981 9.800 -31.670
H -8.929 10.254 -30.236
H -9.961 11.687 -30.342
H -10.035 10.709 -28.881
H -13.659 9.990 -28.501
H -11.990 10.497 -28.119
H -11.315 8.087 -28.531
H -12.886 7.607 -28.888
H -12.600 8.100 -27.252
C -17.672 2.773 -17.879
C -16.743 3.935 -18.263
N -16.646 4.033 -19.737
C -15.332 4.531 -20.154
C -15.154 6.029 -19.842
C -17.805 4.733 -20.310
C -17.841 4.559 -21.812
H -17.691 2.727 -16.785
H -17.272 1.834 -18.253
H -18.672 2.977 -18.250
H -17.133 4.880 -17.864
H -15.751 3.756 -17.850
H -15.246 4.411 -21.241
H -14.550 3.902 -19.734
H -15.486 6.274 -18.835
H -15.725 6.602 -20.574
H -14.115 6.334 -19.976
H -18.703 4.324 -19.851
H -17.723 5.785 -20.002
H -17.245 5.310 -22.335
H -17.467 3.564 -22.052
H -18.839 4.630 -22.248
C -10.524 0.308 -30.355
C -11.193 0.826 -29.104
O -12.057 0.210 -28.535
C -10.764 2.186 -28.636
H -9.444 0.264 -30.166
H -10.667 0.957 -31.220
H -10.826 -0.704 -30.614
H -11.133 2.490 -27.657
H -11.067 2.959 -29.347
H -9.674 2.243 -28.531
C -8.987 6.625 -24.319
C -9.546 7.956 -23.891
O -9.561 8.279 -22.723
C -10.067 8.868 -24.973
H -8.209 6.758 -25.071
H -9.791 5.992 -24.707
H -8.585 6.111 -23.447
H -10.182 9.852 -24.521
H -11.009 8.434 -25.312
H -9.376 8.957 -25.811
C -16.234 1.851 -30.936
C -15.146 2.164 -29.924
O -14.651 1.299 -29.259
C -14.726 3.605 -29.792
H -17.140 2.417 -30.706
H -16.465 0.790 -30.852
H -15.943 2.080 -31.962
H -14.453 4.121 -30.711
H -13.893 3.614 -29.087
H -15.506 4.174 -29.281
C -13.574 9.374 -24.270
C -14.738 9.421 -23.312
O -15.143 10.506 -22.951
C -15.446 8.139 -23.021
H -12.942 10.257 -24.182
H -13.921 9.321 -25.302
H -12.934 8.524 -24.018
H -16.367 8.284 -22.454
H -14.837 7.392 -22.515
H -15.784 7.742 -23.983
C -17.784 2.772 -24.787
C -17.408 2.717 -26.249
O -16.953 1.684 -26.680
C -17.662 3.900 -27.120
H -17.932 1.754 -24.437
H -18.708 3.338 -24.633
H -16.968 3.248 -24.243
H -17.433 4.853 -26.648
H -18.721 3.934 -27.403
H -17.104 3.783 -28.044
C -9.756 4.695 -20.869
C -11.249 4.848 -20.777
O -11.910 4.260 -19.951
C -11.907 5.685 -21.850
H -9.322 5.703 -20.868
H -9.434 4.171 -21.766
H -9.360 4.264 -19.949
H -12.994 5.640 -21.850
H -11.542 5.263 -22.792
H -11.706 6.757 -21.792
C -15.617 0.830 -21.206
C -14.823 1.224 -22.420
O -15.301 1.098 -23.520
C -13.389 1.662 -22.209
H -16.252 1.665 -20.888
H -14.994 0.553 -20.356
H -16.301 0.022 -21.466
H -13.283 2.718 -21.963
H -12.878 1.542 -23.166
H -12.953 0.997 -21.464
*
```


Record 2
ORCA calculation (the ωB97M-V functional and the def2-TZVPD basis) on 8 unconnected molecules or ions with the total composition C39H87I2O25PS8Si in a non-equilibrium geometry.

The calculation puts the energy at -7830.9207 Eh. Its SMILES is CC(C)(C)CC(C)(C)c1ccc(OCCOCC[Si](I)(I)P(O)(O)=S)cc1.CCOS(C)(=O)=O.CCOS(C)(=O)=O.CCOS(C)(=O)=O.CCOS(C)(=O)=O.CCOS(C)(=O)=O.CCOS(C)(=O)=O.CCOS(C)(=O)=O. The calculation puts the orbital gap at 8.208 eV.

ORCA input file:
```
! wB97M-V def2-TZVPD RIJCOSX def2/J DEFGRID3
* xyz 0 1
C 2.902 -3.655 -1.120
C 4.346 -3.693 -0.491
C 4.452 -5.116 0.254
C 5.464 -3.771 -1.630
C 4.646 -2.608 0.618
C 4.027 -1.176 0.397
C 4.858 -0.198 1.363
C 4.192 -0.577 -1.060
C 2.547 -1.077 0.945
C 1.796 0.199 0.881
C 0.435 0.305 1.432
C -0.222 -0.832 2.070
O -1.505 -0.780 2.643
C -2.494 -0.560 1.599
C -2.238 -1.430 0.305
O -3.511 -1.665 -0.342
C -4.143 -2.791 0.299
C -4.232 -4.063 -0.645
Si -2.902 -5.376 -0.290
I -0.763 -4.839 -1.442
I -2.528 -5.709 2.153
P -3.558 -7.352 -1.092
O -4.997 -7.857 -0.390
O -2.432 -8.562 -0.822
S -3.819 -7.232 -3.013
C 0.485 -2.106 2.123
C 1.835 -2.196 1.578
H 2.993 -4.090 -2.162
H 2.172 -4.337 -0.594
H 2.459 -2.638 -1.251
H 5.513 -5.444 0.379
H 3.972 -5.008 1.268
H 3.819 -5.873 -0.296
H 5.449 -4.827 -2.008
H 6.490 -3.598 -1.191
H 5.251 -3.084 -2.490
H 5.771 -2.489 0.654
H 4.367 -2.951 1.655
H 5.954 -0.201 1.137
H 4.692 -0.600 2.408
H 4.428 0.844 1.367
H 4.614 0.469 -0.988
H 4.888 -1.142 -1.725
H 3.174 -0.468 -1.525
H 2.316 1.075 0.411
H -0.114 1.282 1.380
H -3.502 -0.757 2.049
H -2.414 0.530 1.311
H -1.775 -2.431 0.504
H -1.572 -0.819 -0.366
H -3.677 -3.044 1.289
H -5.200 -2.471 0.508
H -4.159 -3.800 -1.740
H -5.240 -4.541 -0.471
H -4.988 -8.830 -0.313
H -1.706 -8.238 -0.250
H 0.016 -3.016 2.573
H 2.344 -3.187 1.657
C 1.975 7.333 0.563
C 3.185 6.532 0.998
O 2.822 5.474 1.898
S 2.071 4.183 1.303
C 2.178 3.170 2.745
O 2.883 3.606 0.269
O 0.689 4.507 1.088
H 1.293 6.725 -0.032
H 2.273 8.189 -0.045
H 1.418 7.690 1.432
H 3.725 6.131 0.137
H 3.873 7.184 1.536
H 3.223 2.942 2.944
H 1.625 2.254 2.546
H 1.727 3.700 3.582
C -7.008 -6.221 -3.776
C -6.472 -6.258 -5.194
O -7.521 -6.132 -6.169
S -8.197 -4.693 -6.379
C -9.122 -5.084 -7.832
O -7.173 -3.746 -6.718
O -9.122 -4.451 -5.312
H -7.441 -5.248 -3.537
H -6.206 -6.417 -3.060
H -7.795 -6.966 -3.644
H -5.713 -5.488 -5.351
H -5.996 -7.223 -5.369
H -8.433 -5.303 -8.645
H -9.729 -4.214 -8.077
H -9.764 -5.937 -7.622
C -3.937 -4.816 -12.769
C -3.614 -3.589 -11.936
O -4.245 -3.633 -10.650
S -3.655 -4.645 -9.546
C -4.578 -4.046 -8.167
O -2.265 -4.355 -9.347
O -4.107 -5.973 -9.849
H -3.517 -5.719 -12.325
H -3.526 -4.717 -13.775
H -5.017 -4.961 -12.837
H -2.534 -3.461 -11.824
H -3.995 -2.702 -12.442
H -4.270 -3.028 -7.948
H -4.362 -4.695 -7.320
H -5.637 -4.092 -8.405
C -4.797 -0.566 -6.778
C -4.483 0.655 -5.936
O -5.092 0.581 -4.641
S -4.465 -0.435 -3.563
C -5.378 0.128 -2.163
O -3.079 -0.121 -3.378
O -4.900 -1.767 -3.875
H -4.353 -1.465 -6.351
H -4.405 -0.447 -7.790
H -5.875 -0.732 -6.830
H -3.404 0.802 -5.840
H -4.889 1.541 -6.423
H -5.085 1.151 -1.934
H -5.135 -0.528 -1.330
H -6.442 0.066 -2.388
C 8.240 -5.001 6.180
C 7.231 -3.990 5.667
O 7.831 -3.040 4.774
S 8.224 -3.529 3.295
C 8.587 -1.940 2.618
O 7.055 -4.055 2.653
O 9.445 -4.276 3.363
H 8.616 -5.632 5.374
H 7.785 -5.652 6.928
H 9.100 -4.495 6.623
H 6.387 -4.486 5.181
H 6.833 -3.422 6.507
H 7.674 -1.347 2.591
H 8.966 -2.093 1.608
H 9.348 -1.460 3.230
C -0.770 9.847 6.626
C -0.056 8.525 6.845
O -0.557 7.502 5.970
S -0.153 7.569 4.417
C -0.757 5.976 3.951
O 1.278 7.576 4.307
O -0.966 8.558 3.771
H -0.564 10.250 5.634
H -0.447 10.588 7.359
H -1.851 9.718 6.703
H 1.024 8.634 6.725
H -0.236 8.187 7.865
H -0.173 5.211 4.459
H -0.640 5.881 2.871
H -1.810 5.905 4.216
C 3.627 11.175 11.246
C 3.648 12.347 10.282
O 3.764 11.918 8.918
S 2.481 11.252 8.218
C 3.101 11.236 6.565
O 1.382 12.169 8.292
O 2.363 9.893 8.662
H 2.735 10.564 11.109
H 3.635 11.527 12.279
H 4.491 10.528 11.084
H 2.764 12.977 10.408
H 4.520 12.967 10.491
H 3.230 12.260 6.223
H 2.368 10.720 5.945
H 4.046 10.695 6.548
*
```


Record 3
ORCA calculation (the ωB97M-V functional and the def2-TZVPD basis) on 6 unconnected molecules or ions with the total composition C39H90N6O6 in a non-equilibrium geometry.

The calculation puts the energy at -2319.6270 Eh. Its SMILES is CC1(C)CCCC(C)(C)N1O.CC1(C)CCCC(C)(C)N1O.CC1(C)CCCC(C)(C)N1O.COC[C@H](C)N.COC[C@H](C)N.COC[C@H](C)N. The calculation puts the orbital gap at 8.493 eV.

ORCA input file:
```
! wB97M-V def2-TZVPD RIJCOSX def2/J DEFGRID3
* xyz 0 1
C 5.164 -5.620 -3.684
C 3.872 -4.912 -3.064
C 3.415 -3.784 -4.105
C 2.822 -6.089 -3.059
C 1.572 -5.855 -2.168
C 2.016 -5.448 -0.776
C 2.940 -4.211 -0.760
C 2.124 -2.927 -0.970
C 3.471 -4.060 0.600
N 4.086 -4.354 -1.726
O 5.099 -3.405 -1.704
H 5.626 -6.331 -2.999
H 4.902 -6.133 -4.609
H 5.998 -4.954 -3.904
H 3.629 -4.080 -5.131
H 2.339 -3.649 -3.992
H 3.869 -2.802 -3.972
H 2.258 -6.160 -3.989
H 3.347 -7.027 -2.878
H 0.895 -5.147 -2.646
H 1.096 -6.820 -1.997
H 2.410 -6.348 -0.304
H 1.162 -5.198 -0.147
H 1.517 -2.762 -0.080
H 1.362 -2.822 -1.741
H 2.635 -1.965 -1.015
H 4.205 -4.835 0.823
H 2.752 -4.165 1.412
H 3.940 -3.083 0.724
H 5.723 -3.918 -1.186
C -4.869 1.121 -0.818
C -5.255 1.254 0.672
C -5.654 2.711 1.024
C -6.463 0.309 0.921
C -6.637 0.115 2.478
C -5.369 -0.525 3.066
C -4.117 0.379 2.771
C -4.227 1.694 3.596
C -2.908 -0.426 3.167
N -4.047 0.734 1.331
O -2.774 1.436 1.039
H -5.693 1.167 -1.530
H -4.135 1.859 -1.143
H -4.452 0.119 -0.922
H -4.780 3.277 1.347
H -6.246 3.265 0.296
H -6.228 2.738 1.950
H -7.370 0.732 0.491
H -6.247 -0.667 0.486
H -6.778 1.040 3.037
H -7.545 -0.477 2.592
H -5.274 -1.480 2.549
H -5.488 -0.590 4.147
H -3.966 1.398 4.612
H -5.224 2.126 3.678
H -3.573 2.520 3.319
H -3.015 -0.563 4.243
H -2.038 0.202 2.977
H -2.862 -1.375 2.631
H -2.358 0.806 0.446
C 1.380 0.232 2.103
C 1.803 -0.514 3.450
C 3.328 -0.850 3.422
C 1.520 0.544 4.537
C 1.591 -0.031 5.997
C 0.453 -1.080 6.094
C 0.646 -2.174 4.953
C 1.815 -3.123 5.363
C -0.670 -2.960 5.064
N 0.877 -1.619 3.587
O 1.034 -2.530 2.649
H 1.793 1.222 1.907
H 1.699 -0.454 1.318
H 0.301 0.225 1.947
H 3.817 -0.002 2.942
H 3.808 -1.052 4.379
H 3.555 -1.684 2.758
H 2.166 1.404 4.361
H 0.496 0.912 4.473
H 2.578 -0.443 6.210
H 1.318 0.757 6.698
H -0.561 -0.681 6.133
H 0.400 -1.530 7.085
H 1.550 -3.936 6.040
H 2.577 -2.542 5.882
H 2.302 -3.533 4.478
H -0.827 -3.489 6.004
H -0.590 -3.776 4.345
H -1.555 -2.365 4.836
H 0.213 -2.363 2.180
C 1.577 5.058 -0.189
O 2.174 4.488 -1.355
C 3.266 3.692 -1.068
C 3.893 3.054 -2.331
C 2.961 2.489 -3.401
N 4.679 1.925 -1.862
H 2.287 5.694 0.340
H 1.259 4.265 0.489
H 0.691 5.650 -0.416
H 4.083 4.140 -0.502
H 2.874 2.907 -0.422
H 4.546 3.805 -2.774
H 2.248 1.735 -3.068
H 3.483 2.057 -4.255
H 2.374 3.278 -3.871
H 5.028 1.464 -2.690
H 5.494 2.299 -1.396
C 0.014 6.489 -3.208
O -1.368 6.307 -3.010
C -1.890 5.031 -3.433
C -3.379 4.717 -3.064
C -3.761 4.775 -1.553
N -3.739 3.322 -3.482
H 0.358 6.402 -4.238
H 0.530 5.804 -2.536
H 0.289 7.496 -2.894
H -1.827 4.987 -4.520
H -1.277 4.275 -2.943
H -3.995 5.430 -3.611
H -4.807 4.525 -1.373
H -3.701 5.792 -1.166
H -3.171 4.153 -0.880
H -4.462 2.979 -2.866
H -4.200 3.491 -4.365
C 1.167 -0.645 -4.540
O 0.001 -1.090 -3.924
C -0.949 -0.200 -3.365
C -0.470 1.053 -2.520
C 0.306 0.641 -1.243
N -1.609 1.739 -1.975
H 1.883 -0.101 -3.925
H 0.944 0.092 -5.312
H 1.629 -1.487 -5.055
H -1.529 0.201 -4.197
H -1.568 -0.875 -2.774
H -0.071 1.855 -3.140
H 1.246 0.140 -1.475
H -0.276 -0.075 -0.663
H 0.601 1.474 -0.604
H -1.243 2.395 -1.299
H -2.060 2.307 -2.679
*
```